(1)
{"formula": "C13H24NO6", "method": "ωB97M-V/def2-TZVPD", "elements": ["O", "C", "O", "C", "C", "C", "N", "C", "C", "O", "O", "C", "H", "H", "H", "H", "H", "H", "H", "H", "C", "C", "C", "O", "H", "H", "H", "H", "H", "H", "H", "H", "C", "C", "C", "O", "H", "H", "H", "H", "H", "H", "H", "H"], "xyz": [[-1.183, 3.302, 2.538], [-1.067, 2.897, 1.270], [-0.828, 3.812, 0.108], [-1.127, 1.274, 0.873], [-2.428, 0.304, 1.132], [-2.273, -1.277, 0.611], [-0.976, -1.777, -0.055], [0.245, -0.907, -0.294], [1.638, -1.439, -1.036], [2.842, -1.292, -0.202], [2.993, -2.283, 0.631], [0.241, 0.686, 0.144], [-0.726, 3.246, -0.720], [-3.404, 0.699, 1.648], [-3.209, -1.989, 0.779], [-0.960, -2.782, -0.336], [1.443, -2.519, -1.442], [1.793, -0.718, -1.975], [2.598, -1.971, 1.515], [1.163, 1.383, -0.055], [-0.591, 5.427, -4.192], [0.225, 4.231, -3.729], [0.830, 3.483, -4.907], [-0.611, 3.346, -2.988], [-1.424, 5.110, -4.829], [-1.030, 5.948, -3.334], [0.028, 6.134, -4.752], [1.023, 4.567, -3.058], [0.047, 3.097, -5.570], [1.405, 2.618, -4.560], [1.492, 4.132, -5.489], [-1.322, 3.043, -3.576], [0.847, -5.056, 3.076], [0.711, -3.920, 4.078], [-0.678, -3.890, 4.695], [0.963, -2.680, 3.423], [0.135, -4.939, 2.252], [1.848, -5.058, 2.631], [0.674, -6.025, 3.553], [1.462, -4.033, 4.867], [-1.445, -3.732, 3.928], [-0.766, -3.060, 5.405], [-0.897, -4.824, 5.221], [0.301, -2.571, 2.720]], "atomic_forces_ev_per_a": [[0.7, -2.8, -9.0], [-0.3, 2.4, 4.1], [-0.6, -4.0, 3.0], [0.8, -2.7, -1.3], [4.2, -2.0, -2.3], [1.8, 3.8, 0.4], [-0.6, 4.3, 1.6], [-1.5, 2.8, 1.5], [-1.1, 0.2, -0.9], [-2.5, 3.6, -4.4], [-0.6, -3.1, 4.5], [-4.3, -3.0, 0.9], [-0.3, 0.9, 0.9], [2.2, -1.0, -1.2], [2.6, 1.3, -0.6], [0.1, 1.2, 0.3], [0.7, 1.9, 1.0], [-0.3, -1.5, 2.3], [0.8, -0.7, -1.4], [-2.0, -1.7, 0.4], [-0.1, 0.3, 0.2], [-0.1, 0.3, -0.8], [0.3, -0.2, 0.0], [-0.3, -0.6, 0.6], [0.2, 0.0, -0.1], [0.1, 0.0, -0.1], [-0.1, -0.1, 0.1], [-0.2, -0.2, 0.1], [0.0, 0.2, 0.0], [0.0, 0.2, 0.0], [-0.1, -0.1, 0.1], [0.3, 0.2, 0.2], [0.4, -0.2, 0.0], [-0.6, -0.4, -0.2], [0.0, 0.1, 0.4], [0.2, 0.6, -0.4], [-0.1, 0.0, 0.1], [-0.1, 0.0, 0.1], [0.0, 0.1, -0.1], [0.0, 0.2, -0.2], [0.1, -0.1, -0.1], [0.1, -0.2, -0.1], [0.0, 0.1, -0.1], [0.2, -0.2, 0.4]], "total_charge": 1, "de_lowest_ev": 9.4465, "homo_ev": -13.078, "lumo_energy_ev": -5.68}

(2)
{"formula": "C53H61ClF4N2O23S", "method": "ωB97M-V/def2-TZVPD", "elements": ["C", "C", "O", "C", "O", "C", "C", "C", "C", "C", "C", "C", "C", "C", "C", "N", "C", "C", "C", "C", "C", "O", "Cl", "C", "C", "F", "F", "C", "F", "F", "S", "C", "C", "C", "C", "C", "C", "C", "C", "O", "C", "C", "O", "C", "C", "C", "C", "N", "H", "H", "H", "H", "H", "H", "H", "H", "H", "H", "H", "H", "H", "H", "H", "H", "H", "H", "H", "H", "H", "H", "H", "H", "H", "H", "H", "H", "H", "H", "H", "H", "H", "H", "H", "H", "H", "O", "C", "O", "C", "C", "O", "H", "H", "H", "H", "O", "C", "O", "C", "C", "O", "H", "H", "H", "H", "O", "C", "O", "C", "C", "O", "H", "H", "H", "H", "O", "C", "O", "C", "C", "O", "H", "H", "H", "H", "O", "C", "O", "C", "C", "O", "H", "H", "H", "H", "O", "C", "O", "C", "C", "O", "H", "H", "H", "H"], "xyz": [[3.922, -5.332, 3.055], [4.651, -5.080, 1.727], [5.126, -3.720, 1.690], [5.636, -3.359, 0.504], [5.870, -4.137, -0.390], [5.893, -1.874, 0.308], [7.378, -1.693, -0.018], [7.793, -0.316, -0.658], [6.641, 0.564, -1.080], [6.128, 1.405, -0.100], [6.685, 1.455, 1.297], [5.899, 0.980, 2.333], [6.391, 1.058, 3.620], [7.633, 1.621, 3.820], [8.327, 2.058, 2.717], [7.885, 2.004, 1.466], [5.055, 2.245, -0.354], [4.487, 2.204, -1.614], [4.988, 1.400, -2.608], [4.293, 1.473, -3.959], [3.450, 0.248, -4.274], [3.121, -0.100, -5.349], [2.922, -0.722, -2.837], [6.084, 0.563, -2.367], [6.721, -0.304, -3.446], [6.127, -0.178, -4.660], [8.013, 0.141, -3.628], [6.781, -1.856, -3.151], [8.065, -2.280, -3.110], [6.173, -2.516, -4.179], [3.084, 3.267, -1.870], [2.293, 3.054, -0.288], [0.933, 2.961, -0.163], [0.373, 2.838, 1.099], [-1.128, 2.771, 1.282], [-1.768, 1.561, 0.570], [-1.670, 0.317, 1.471], [-2.538, -0.846, 0.963], [-2.186, -1.166, -0.491], [-2.366, -2.558, -0.806], [-1.356, -3.357, -0.366], [0.064, -3.015, -0.732], [-1.616, -4.338, 0.278], [1.219, 2.763, 2.201], [0.683, 2.608, 3.610], [2.593, 2.851, 2.057], [3.127, 3.001, 0.796], [4.522, 3.120, 0.594], [4.263, -6.280, 3.465], [2.863, -5.481, 2.855], [4.104, -4.553, 3.789], [5.480, -5.775, 1.646], [3.951, -5.260, 0.919], [5.636, -1.383, 1.239], [5.221, -1.586, -0.497], [7.922, -1.803, 0.922], [7.744, -2.497, -0.646], [8.458, -0.536, -1.486], [8.416, 0.205, 0.055], [4.924, 0.558, 2.152], [5.807, 0.689, 4.450], [8.036, 1.711, 4.816], [9.312, 2.486, 2.868], [3.641, 2.337, -4.044], [5.046, 1.575, -4.728], [6.228, -2.122, -2.257], [0.312, 3.014, -1.039], [-1.582, 3.668, 0.857], [-1.411, 2.771, 2.329], [-1.242, 1.407, -0.369], [-2.824, 1.783, 0.411], [-2.025, 0.611, 2.458], [-0.621, 0.014, 1.532], [-3.581, -0.546, 1.030], [-2.360, -1.710, 1.604], [-2.873, -0.624, -1.137], [-1.189, -0.820, -0.760], [0.675, -3.906, -0.661], [0.439, -2.289, -0.007], [0.147, -2.544, -1.710], [-0.100, 1.862, 3.674], [1.511, 2.406, 4.284], [0.258, 3.576, 3.881], [3.255, 2.810, 2.913], [5.040, 3.132, 1.459], [-1.368, 4.583, -0.932], [-1.234, 5.766, -0.904], [-2.240, 6.651, -0.734], [-1.660, 7.943, -0.514], [-0.300, 7.799, -1.166], [-0.048, 6.398, -1.030], [-2.274, 8.718, -0.965], [-1.591, 8.118, 0.561], [-0.316, 8.052, -2.228], [0.477, 8.376, -0.673], [1.431, -6.836, 4.906], [0.767, -5.853, 4.897], [-0.021, -5.452, 5.924], [-0.484, -4.132, 5.643], [-0.382, -4.072, 4.135], [0.691, -4.981, 3.856], [-1.499, -3.998, 6.009], [0.174, -3.415, 6.138], [-1.281, -4.429, 3.634], [-0.140, -3.077, 3.765], [-0.523, 5.865, 3.720], [-1.068, 5.865, 4.775], [-1.916, 4.897, 5.202], [-2.185, 5.118, 6.590], [-1.903, 6.598, 6.739], [-0.929, 6.827, 5.717], [-3.210, 4.849, 6.827], [-1.506, 4.501, 7.182], [-2.780, 7.214, 6.533], [-1.503, 6.864, 7.714], [-6.096, -0.195, -4.837], [-5.660, -1.243, -4.492], [-6.161, -2.446, -4.868], [-5.248, -3.466, -4.445], [-4.522, -2.790, -3.302], [-4.598, -1.406, -3.666], [-5.786, -4.360, -4.144], [-4.586, -3.711, -5.277], [-5.026, -2.929, -2.345], [-3.487, -3.103, -3.202], [-9.882, -6.298, -6.437], [-9.801, -5.112, -6.463], [-10.850, -4.270, -6.589], [-10.382, -2.932, -6.341], [-8.909, -3.046, -6.662], [-8.637, -4.422, -6.366], [-10.904, -2.218, -6.971], [-10.563, -2.679, -5.301], [-8.694, -2.865, -7.716], [-8.291, -2.393, -6.055], [-11.299, -1.001, -4.237], [-10.918, -1.068, -3.113], [-11.662, -1.513, -2.074], [-10.800, -1.667, -0.942], [-9.666, -0.717, -1.271], [-9.679, -0.714, -2.701], [-11.324, -1.410, -0.026], [-10.473, -2.707, -0.889], [-9.852, 0.297, -0.916], [-8.702, -1.054, -0.899]], "atomic_forces_ev_per_a": [[0.1, -0.4, -0.6], [-0.3, -0.4, 1.0], [-0.2, 0.2, -0.4], [0.2, 0.0, -0.7], [-0.2, -0.1, 0.2], [0.2, -1.0, 0.8], [0.2, 0.7, 0.1], [0.0, -0.9, 0.0], [0.6, -0.1, 0.0], [0.1, 0.2, 0.7], [-0.3, -0.1, -1.1], [0.0, -0.1, 0.4], [-0.3, -0.1, 0.2], [-0.2, -0.2, 0.3], [0.8, 0.4, 0.1], [-0.1, -0.2, 0.3], [0.2, -0.1, -0.2], [-0.7, 0.6, 0.3], [-0.3, -0.1, -1.1], [0.4, -0.5, 0.5], [0.2, 0.2, -0.4], [-0.1, 0.0, 0.0], [0.0, 0.1, 0.0], [-0.1, 0.0, 0.2], [0.7, 0.0, 0.1], [0.1, 0.0, 0.2], [-0.3, -0.1, -0.1], [-0.4, 0.0, -0.8], [-0.3, 0.1, 0.2], [0.2, 0.2, 0.3], [-0.2, 0.1, 0.0], [0.6, 0.0, -1.2], [-0.3, -0.1, 0.1], [-0.5, -0.1, 0.5], [-0.2, 0.1, -0.7], [0.3, 0.1, 1.2], [-0.4, 0.2, -0.7], [0.9, 0.4, 0.0], [-0.6, 0.3, -0.2], [0.3, 0.2, 0.2], [0.0, -0.8, 0.3], [-0.1, 0.6, 0.1], [-0.1, 0.1, -0.2], [0.0, -0.2, 0.9], [0.2, 0.7, -0.5], [0.0, 0.0, -0.3], [0.6, 0.3, 0.6], [0.0, -0.1, 0.1], [0.1, 0.0, 0.2], [0.0, 0.4, 0.3], [-0.1, 0.1, 0.0], [0.3, 0.2, -0.3], [0.2, 0.1, -0.4], [-0.2, 0.4, -0.1], [-0.1, 0.3, 0.0], [0.0, 0.0, 0.0], [-0.2, -0.2, -0.2], [0.0, 0.1, -0.2], [0.0, 0.3, 0.1], [-0.1, 0.0, -0.2], [0.0, 0.0, 0.1], [0.2, 0.0, 0.0], [0.0, 0.1, -0.2], [-0.2, 0.0, 0.1], [-0.2, 0.0, -0.3], [0.3, -0.1, 0.3], [-0.1, 0.0, -0.1], [0.2, -0.2, 0.2], [0.1, -0.1, 0.2], [-0.3, 0.0, -0.3], [0.0, 0.0, -0.3], [0.1, -0.1, 0.2], [0.0, -0.1, 0.2], [-0.2, -0.2, 0.1], [-0.2, -0.2, -0.1], [0.0, -0.1, -0.2], [0.2, -0.2, 0.1], [0.0, -0.1, -0.1], [0.1, 0.0, 0.0], [0.0, -0.1, -0.1], [0.1, -0.2, 0.2], [-0.1, -0.2, 0.2], [-0.2, -0.1, 0.2], [0.0, -0.1, 0.1], [0.0, 0.0, 0.0], [-0.3, 0.4, -0.5], [0.1, -0.1, 0.0], [0.1, 0.0, 0.0], [0.0, 0.2, 0.1], [0.1, 0.2, 0.0], [0.0, 0.0, 0.0], [-0.1, -0.1, -0.1], [0.0, 0.0, 0.0], [0.0, 0.0, 0.0], [0.1, -0.2, 0.1], [0.0, 0.0, 0.0], [0.1, -0.2, -0.1], [0.0, 0.1, -0.1], [-0.1, 0.2, 0.1], [0.0, 0.2, -0.2], [-0.2, 0.0, 0.4], [0.0, -0.2, 0.0], [0.0, 0.0, 0.0], [0.0, 0.0, 0.0], [0.1, -0.1, -0.1], [0.0, 0.0, 0.0], [0.0, 0.0, -0.1], [0.0, 0.1, 0.0], [-0.1, -0.1, 0.2], [-0.1, 0.1, 0.1], [-0.1, -0.1, 0.0], [0.0, 0.0, -0.2], [0.0, 0.0, 0.0], [0.0, 0.0, 0.0], [0.2, 0.0, -0.1], [0.0, 0.0, 0.0], [0.0, 0.1, 0.0], [0.1, 0.0, 0.1], [0.0, -0.2, 0.0], [0.1, -0.2, 0.1], [-0.1, -0.1, 0.0], [-0.2, 0.1, -0.1], [0.0, 0.0, 0.0], [0.0, 0.0, 0.0], [0.0, 0.2, 0.0], [0.0, 0.0, 0.0], [0.0, 0.0, 0.0], [0.1, 0.0, 0.0], [0.0, 0.0, 0.0], [0.1, 0.3, -0.1], [-0.1, 0.0, 0.0], [-0.1, -0.1, 0.0], [0.0, -0.1, -0.1], [0.0, -0.1, 0.0], [0.1, -0.2, 0.1], [-0.1, 0.1, 0.2], [0.0, 0.1, 0.0], [0.1, 0.0, 0.0], [0.0, -0.1, 0.2], [0.1, 0.0, 0.2], [-0.1, -0.1, 0.0], [-0.1, 0.0, -0.1], [0.0, 0.0, 0.0], [0.0, 0.0, 0.0], [0.1, 0.0, -0.2]], "total_charge": 0, "homo_ev": -7.898, "lumo_energy_ev": -0.08}

(3)
{"formula": "C5H17N3O", "method": "ωB97M-V/def2-TZVPD", "elements": ["C", "C", "C", "C", "N", "C", "N", "N", "H", "H", "H", "H", "H", "H", "H", "H", "H", "H", "H", "H", "H", "H", "H", "H", "H", "O"], "xyz": [[-1.816, -1.011, 0.719], [-0.511, -0.257, 0.361], [-0.222, -0.356, -1.150], [1.135, 0.220, -1.587], [1.046, 1.410, -2.484], [1.542, 2.617, -2.215], [2.026, 2.891, -0.998], [-1.936, -1.352, 2.156], [-1.908, -1.763, -0.042], [-2.703, -0.372, 0.377], [-0.574, 0.827, 0.596], [0.372, -0.771, 0.810], [-0.057, -1.452, -1.424], [-1.050, 0.185, -1.632], [1.781, 0.457, -0.728], [1.650, -0.498, -2.255], [0.320, 1.418, -3.193], [1.874, 3.325, -2.972], [2.708, 3.654, -0.992], [1.888, 2.281, -0.214], [-1.110, -1.855, 2.636], [-2.798, -1.863, 2.368], [-2.058, -0.455, 2.651], [-0.083, -3.721, 3.400], [-0.742, -3.215, 4.562], [-0.735, -3.024, 3.604]], "atomic_forces_ev_per_a": [[-0.6, 2.4, -2.0], [0.7, -0.2, 0.0], [0.3, -1.0, 0.0], [0.1, 0.5, -0.8], [-0.7, 1.6, 0.5], [1.7, -1.5, 2.0], [0.2, 0.8, -2.1], [0.0, 0.9, 0.1], [0.1, -1.6, 0.7], [1.0, -0.5, 1.1], [0.2, -0.7, 0.4], [-0.7, 0.6, 0.4], [-1.3, 1.3, 0.2], [0.2, -0.8, -0.5], [-0.1, -0.3, -0.5], [-0.1, 0.2, 0.7], [0.5, -0.5, -0.4], [-1.0, 0.0, -0.3], [-0.5, -0.4, 0.7], [0.2, 0.1, 0.2], [-1.0, 0.1, -0.5], [0.2, -0.3, -0.1], [0.2, -0.3, 0.0], [-0.2, 0.3, -0.8], [-0.6, 0.8, 0.0], [1.2, -1.6, 1.2]], "total_charge": 2, "de_lowest_ev": 1.2443, "homo_ev": -17.740, "lumo_energy_ev": -6.37}

(4)
{"formula": "C10H16", "method": "ωB97M-V/def2-TZVPD", "elements": ["C", "C", "C", "C", "C", "C", "C", "H", "H", "H", "H", "H", "H", "H", "H", "C", "C", "C", "H", "H", "H", "H", "H", "H", "H", "H"], "xyz": [[2.556, -2.609, 0.206], [1.104, -2.273, -0.083], [0.772, -1.013, -0.626], [-0.532, -0.876, -1.011], [-1.549, -1.741, -0.658], [-1.223, -2.909, 0.008], [0.134, -3.230, 0.235], [2.581, -3.695, 0.312], [2.859, -2.158, 1.149], [3.210, -2.309, -0.609], [1.488, -0.259, -0.907], [-0.929, 0.002, -1.524], [-2.609, -1.555, -0.768], [-2.037, -3.526, 0.369], [0.434, -4.187, 0.632], [-1.612, 2.988, -0.461], [-0.773, 3.118, 0.799], [0.712, 2.711, 0.606], [-1.631, 1.980, -0.870], [-1.437, 3.668, -1.295], [-2.623, 3.282, -0.145], [-0.776, 4.152, 1.159], [-1.254, 2.560, 1.598], [0.723, 1.624, 0.546], [1.202, 3.249, -0.198], [1.209, 3.006, 1.537]], "atomic_forces_ev_per_a": [[-0.9, -0.4, 0.0], [0.9, 0.2, 0.3], [-0.4, -1.7, -0.4], [-1.8, 1.8, -0.4], [0.2, -1.2, 0.9], [0.7, -0.3, 0.2], [-0.8, 1.2, -0.6], [0.5, 0.0, 0.1], [0.2, 0.1, 0.0], [0.1, 0.1, 0.1], [0.3, 0.0, 0.2], [0.7, 0.1, 0.0], [0.1, 0.4, -0.5], [0.2, -0.3, -0.1], [0.0, 0.0, 0.2], [-1.2, 0.5, 0.3], [1.1, 0.6, -0.7], [-1.2, 0.2, 1.5], [0.0, -0.1, 0.2], [0.7, 0.1, 0.2], [-0.1, -0.5, -0.3], [-0.2, 0.1, -0.2], [0.2, -0.4, 0.0], [0.5, 0.0, -0.4], [-0.1, -0.3, -0.3], [0.3, -0.2, -0.1]], "total_charge": 0, "de_lowest_ev": 0.6652, "homo_ev": -9.020, "lumo_energy_ev": 1.06}